A | Entry from the OMol25 dataset: a 2-piece molecular cluster, CH4ClOP overall (wB97M-V/def2-TZVPD).

Positions of all 8 atoms, in Å:
H1 -0.13087 2.20596 -1.35016
P1 0.03880 1.94103 0.07161
H2 -0.38193 -2.29538 -0.03433
C1 -0.34814 -1.29170 0.32617
Cl1 1.93023 2.28444 -0.35371
H3 0.25989 -1.30822 1.35800
O1 0.02323 -0.38783 -0.64920
H4 -1.39121 -1.14829 0.63161

Summary:
charge	0
orbital gap (alpha / beta)	7.8 / 7.9	eV
E_LUMO (alpha / beta)	-0.0540 / -0.0541	Ha
molar mass	98.5	g mol⁻¹
E_HOMO (alpha / beta)	-9.233 / -9.322	eV

Atomic partial charges in e from the Mulliken method, atoms 1 to 6: 0.116 0.350 0.281 -0.561 -0.106 0.207

B | Entry from the OMol25 dataset: a single CH4ClOP molecule (wB97M-V/def2-TZVPD).

Positions of all 8 atoms, in Å:
Cl1 -1.31266 -0.26105 -1.73487
H1 1.43701 -0.74621 -0.71545
H2 -2.08184 -0.67637 0.62716
H3 1.22143 -0.30826 1.02899
C1 1.14999 0.09299 -0.02793
H4 1.89568 0.99276 -0.03596
O1 -1.70008 0.06686 1.07293
P1 -0.60952 0.83928 -0.21487

Summary:
structure (SMILES)	CP(O)Cl
charge	0
orbital gap	10.3	eV
E_LUMO	0.0303	Ha
molar mass	98.5	g mol⁻¹
E_HOMO	-9.514	eV

Atomic partial charges in e from the Mulliken method, atoms 1 to 6: -0.230 0.297 0.295 0.257 -0.778 0.273

The structure with the most favorable energy is B; the runner-up is 73.9 kcal/mol above it.

A | Entry from the OMol25 dataset: an isolated ion of composition C3H4NO and charge +1 (wB97M-V/def2-TZVPD).

Positions of all 9 atoms, in Å:
C1 -0.65594 0.81494 -0.15759
H1 0.71424 -1.27462 0.10799
H2 2.54911 -1.41170 -0.06357
C2 0.55226 0.94642 -0.33069
C3 1.67510 -0.84549 0.05752
H3 -2.02325 -0.44104 0.10818
N1 -1.90427 0.51115 -0.00492
H4 -2.66594 1.27314 0.31376
O1 1.75870 0.42721 -0.03068

Summary:
charge	+1
orbital gap (alpha / beta)	7.3 / 7.3	eV
E_LUMO (alpha / beta)	-0.2510 / -0.2510	Ha
molar mass	70.1	g mol⁻¹
E_HOMO (alpha / beta)	-14.174 / -14.175	eV

Atomic partial charges in e from the Mulliken method, atoms 1 to 6: 0.527 0.192 0.291 -0.194 0.097 0.256

B | Entry from the OMol25 dataset: an isolated ion of composition C3H4NO and charge +1 (wB97M-V/def2-TZVPD).

Positions of all 9 atoms, in Å:
H1 -2.59566 -1.32345 0.89215
O1 1.57471 -0.81500 0.29259
C1 -1.90564 -0.67087 0.24211
C2 2.26834 0.13756 0.00832
C3 -0.75327 -1.06643 -0.19962
H2 1.95510 0.84796 -0.73370
H3 -2.23130 0.15333 -0.29995
H4 3.33492 0.10151 0.44808
N1 0.46154 -1.18474 -0.40980

Summary:
charge	+1
orbital gap (alpha / beta)	8.7 / 8.7	eV
E_LUMO (alpha / beta)	-0.2324 / -0.2324	Ha
molar mass	70.1	g mol⁻¹
E_HOMO (alpha / beta)	-15.046 / -15.046	eV

Atomic partial charges in e from the Mulliken method, atoms 1 to 6: 0.283 0.156 -0.604 0.045 0.657 0.321

C | Entry from the OMol25 dataset: a 2-piece molecular cluster, C3H4NO overall (wB97M-V/def2-TZVPD).

Positions of all 9 atoms, in Å:
O1 0.72613 0.93545 0.58269
N1 0.43744 -0.79499 -0.73026
C1 -0.45463 0.55980 0.85929
C2 -0.77744 -0.66638 0.02352
C3 1.13762 0.19750 -0.52375
H1 -1.44158 -0.29495 -0.77595
H2 2.57922 0.55809 -1.39500
H3 -1.06528 1.11092 1.50213
H4 -1.14147 -1.60545 0.45732

Summary:
charge	+1
orbital gap	9.8	eV
E_LUMO	-0.2487	Ha
molar mass	70.1	g mol⁻¹
E_HOMO	-16.541	eV

Atomic partial charges in e from the Mulliken method, atoms 1 to 6: -0.153 -0.228 0.199 -0.273 -0.100 0.307

The structure with the most favorable energy is C; the runner-up is 12.0 kcal/mol above it.

A | Entry from the OMol25 dataset: an isolated ion of composition C4H13N3 and charge +1 (wB97M-V/def2-TZVPD).

Positions of all 20 atoms, in Å:
H1 -0.31589 1.95880 1.07526
H2 -2.14544 -2.56556 -0.27990
H3 0.85944 -1.43534 0.37404
H4 -2.57090 -2.15704 -1.84600
H5 1.72025 1.54343 -0.96070
H6 3.10257 1.00752 -0.26859
C1 0.27594 -0.53244 0.54669
C2 0.69955 1.83513 1.43990
H7 0.00718 -0.49415 -1.45753
H8 -2.35417 0.03949 -1.48241
C3 1.37490 0.58608 0.83838
H9 1.28254 2.71968 1.18408
H10 -0.34816 -0.65693 1.42340
H11 2.06419 0.12021 1.53692
C4 -1.90848 -0.57570 -0.70325
H12 0.64539 1.74262 2.51697
H13 -2.37819 -0.43288 0.25918
N1 -0.47870 -0.22378 -0.60101
N2 2.11118 0.82144 -0.36271
N3 -1.93637 -1.97852 -1.07826

Summary:
charge	+1
orbital gap (alpha / beta)	11.2 / 6.1	eV
E_LUMO (alpha / beta)	-0.0959 / -0.2733	Ha
molar mass	103.2	g mol⁻¹
⟨S²⟩	0.7555
E_HOMO (alpha / beta)	-13.838 / -13.492	eV
2S+1	2

Atomic partial charges in e from the Mulliken method, atoms 1 to 6: 0.306 0.245 0.329 0.241 0.230 0.251

B | Entry from the OMol25 dataset: an isolated ion of composition C4H13N3 and charge +1 (wB97M-V/def2-TZVPD).

Positions of all 20 atoms, in Å:
C1 -0.73621 1.83381 -0.79500
H1 -1.68232 1.27844 -0.91449
H2 -1.35389 -1.08146 -0.52846
N1 0.17079 0.96794 -0.16134
H3 1.47782 -3.12341 1.71291
H4 -0.13648 -2.20048 -1.23662
N2 -0.96321 3.07131 -0.08745
H5 -0.40111 2.09021 -1.81686
C2 -0.07493 -2.02406 0.93124
C3 0.60349 -0.24292 -0.80849
H6 -0.62719 -2.95760 1.04197
C4 -0.32938 -1.44000 -0.46364
H7 2.00578 -1.81772 0.69759
H8 -1.89794 3.38780 -0.32242
H9 -0.93590 2.94380 0.91900
N3 1.31185 -2.21942 1.31304
H10 1.62100 -0.45158 -0.52155
H11 0.62670 -0.12782 -1.88677
H12 0.93900 1.40908 0.36501
H13 -0.55990 -1.31883 1.62464

Summary:
charge	+1
orbital gap (alpha / beta)	9.6 / 4.5	eV
E_LUMO (alpha / beta)	-0.1074 / -0.2952	Ha
molar mass	103.2	g mol⁻¹
⟨S²⟩	0.7547
E_HOMO (alpha / beta)	-12.568 / -12.556	eV
2S+1	2

Atomic partial charges in e from the Mulliken method, atoms 1 to 6: -0.207 0.331 0.245 0.024 0.240 0.353

The structure with the most favorable energy is A; the runner-up is 17.5 kcal/mol above it.